Entry from the OMol25 dataset: the molecule CH5O2P (wB97M-V/def2-TZVPD).

Summary:
- HOMO level: -9.2 eV
- Gap between HOMO and LUMO: 10.150 eV
- SMILES: CPOO
- ΔE to the lowest compared entry with this formula, charge and spin: 3.6385 eV

```
9
Properties=species:S:1:pos:R:3:lowdin_charge:R:1
C 0.6607 -0.9057 -1.0385 -0.334
P -0.3176 -0.7288 0.5386 0.866
O -0.6008 0.9958 0.7099 -0.512
O 0.0623 1.7365 1.6930 -0.154
H -0.0776 -0.4352 -1.7514 0.039
H 0.8043 -1.9363 -1.2735 0.017
H 1.4918 -0.2621 -1.0355 0.007
H -1.4954 -0.6487 -0.2224 -0.052
H -0.5277 2.1844 2.3798 0.124
```

***

Entry from the OMol25 dataset: a cluster of 2 separate species, C5H10N2S in total (wB97M-V/def2-TZVPD).

Summary:
- HOMO level: -8.4 eV
- Gap between HOMO and LUMO: 9.151 eV
- SMILES: CC/C=C/N.N=C=S
- ΔE to the lowest compared entry with this formula, charge and spin: 2.1397 eV

```
18
Properties=species:S:1:pos:R:3:lowdin_charge:R:1
C 2.5766 -0.9784 0.0233 -0.126
C 1.6415 -0.4011 -0.9855 -0.315
C 0.4499 0.1804 -0.3421 -0.161
C 0.3853 1.3784 0.2869 -0.176
N -0.7872 1.9289 0.9582 0.027
H 2.0525 -1.7630 0.5292 0.053
H 3.4705 -1.4853 -0.4629 0.091
H 2.7832 -0.3168 0.9230 0.098
H 2.0206 0.4024 -1.6078 0.100
H 1.2509 -1.0967 -1.7596 0.117
H -0.4517 -0.4560 -0.3612 0.093
H 1.0932 2.1692 -0.0292 0.114
H -1.3058 2.5816 0.4376 0.048
H -1.3790 1.1513 1.1428 0.027
N -2.9695 -1.2361 0.7565 0.150
C -3.6598 -0.6921 -0.0611 -0.909
S -4.4168 0.1799 -1.0793 0.717
H -2.7546 -1.5465 1.6313 0.054
```

***

Entry from the OMol25 dataset: the molecule C8H17N (wB97M-V/def2-TZVPD).

Summary:
- HOMO level: -9.4 eV
- Gap between HOMO and LUMO: 10.209 eV
- SMILES: [H]/N=C(\C)CCC(C)(C)C
- ΔE to the lowest compared entry with this formula, charge and spin: 1.0631 eV

```
26
Properties=species:S:1:pos:R:3:lowdin_charge:R:1
H 1.5048 -2.1972 -3.0856 0.045
N 1.7613 -1.8900 -2.1489 0.123
C 1.1812 -0.8022 -1.7790 -0.480
C 0.8975 0.3697 -2.7035 -0.038
C 1.4481 -0.3585 -0.3159 -0.161
C 0.1127 -0.7847 0.2552 -0.167
C -0.6936 0.1743 1.1190 -0.618
C -0.9888 1.4915 0.3948 -0.059
C -2.0226 -0.5048 1.4760 -0.064
C 0.0878 0.4619 2.4123 -0.049
H 0.7366 0.0236 -3.7231 0.075
H 0.0090 0.9039 -2.3694 0.063
H 1.7424 1.0583 -2.7057 0.089
H 1.5856 0.7189 -0.2568 0.098
H 2.2713 -0.9445 0.0842 0.110
H -0.3534 -1.0013 -0.9212 0.172
H 0.1667 -1.7807 0.6895 0.122
H -1.5555 2.1560 1.0515 0.085
H -1.5860 1.3139 -0.5029 0.081
H -0.0737 2.0135 0.1100 0.075
H -2.6259 0.1470 2.1076 0.081
H -2.5937 -0.7346 0.5771 0.083
H -1.8508 -1.4307 2.0236 0.082
H -0.5102 1.0791 3.0821 0.084
H 0.3298 -0.4654 2.9299 0.086
H 1.0194 0.9831 2.1994 0.080
```

***

Entry from the OMol25 dataset: the molecule C25H35NO6 (wB97M-V/def2-TZVPD).

Summary:
- HOMO level: -7.8 eV
- Gap between HOMO and LUMO: 8.516 eV
- SMILES: CCO[C@@H]1OC(C(=O)N2CCCCCCC2)=C[C@H](c2ccc3c(c2)OCO3)[C@H]1CCCO
- ΔE to the lowest compared entry with this formula, charge and spin: 0.0645 eV

```
67
Properties=species:S:1:pos:R:3:lowdin_charge:R:1
C -1.6253 -2.1995 2.0766 -0.056
C -2.3881 -2.0445 0.7648 -0.220
O -1.8869 -1.0365 -0.0968 -0.068
C -0.6850 -1.3031 -0.7428 -0.310
O 0.4096 -1.3123 0.1493 -0.009
C 0.7646 -0.0770 0.6320 -0.181
C 1.3592 -0.0653 2.0203 -0.395
O 0.6803 0.3762 2.9337 0.072
N 2.6194 -0.5104 2.1883 -0.042
C 3.4376 -0.9934 1.0975 -0.129
C 3.2109 -2.4698 0.7430 -0.172
C 3.5276 -3.4846 1.8415 -0.187
C 2.6266 -3.3444 3.0770 -0.193
C 3.3254 -2.7311 4.2920 -0.196
C 4.0923 -1.4415 4.0099 -0.186
C 3.2341 -0.2948 3.4888 -0.136
C 0.4826 1.0607 0.0073 0.017
C -0.2750 1.1360 -1.2830 -0.203
C -1.5764 1.8929 -1.1003 -0.185
C -2.2056 1.9652 0.1315 -0.023
C -3.4166 2.6319 0.3005 0.026
C -3.9705 3.2199 -0.8091 -0.203
C -3.3438 3.1518 -2.0530 -0.195
C -2.1508 2.4979 -2.2237 0.057
O -4.1014 3.8198 -2.9831 0.031
C -5.2236 4.3110 -2.2827 -0.166
O -5.1382 3.9326 -0.9272 0.031
C -0.5484 -0.2678 -1.8714 -0.177
C 0.4703 -0.6849 -2.9404 -0.140
C 1.9198 -0.7466 -2.4618 -0.174
C 2.8956 -1.0578 -3.6010 -0.271
O 2.8103 -2.3832 -4.0647 -0.060
H -0.6577 -2.6666 1.9105 0.063
H -1.4653 -1.2264 2.5350 0.075
H -2.2017 -2.8220 2.7565 0.078
H -2.4111 -3.0043 0.2258 0.122
H -3.4141 -1.7254 0.9642 0.123
H -0.6882 -2.3291 -1.1571 0.176
H 4.4839 -0.8279 1.3627 0.127
H 3.2197 -0.3952 0.2063 0.114
H 3.8300 -2.6906 -0.1303 0.115
H 2.1669 -2.5946 0.4560 0.096
H 3.3880 -4.4765 1.4061 0.108
H 4.5777 -3.4147 2.1297 0.106
H 2.2618 -4.3300 3.3754 0.108
H 1.7518 -2.7477 2.8210 0.095
H 4.0330 -3.4595 4.6977 0.110
H 2.5746 -2.5373 5.0610 0.113
H 4.9118 -1.6410 3.3188 0.093
H 4.5429 -1.0992 4.9448 0.115
H 2.4147 -0.0971 4.1837 0.123
H 3.8571 0.6088 3.4292 0.133
H 0.7672 1.9969 0.4601 0.140
H 0.3254 1.6954 -2.0113 0.149
H -1.7509 1.4885 0.9842 0.114
H -3.9012 2.6849 1.2606 0.119
H -1.6780 2.4559 -3.1918 0.129
H -6.1441 3.8958 -2.7247 0.138
H -5.2521 5.4105 -2.3579 0.138
H -1.5315 -0.2434 -2.3534 0.155
H 0.1703 -1.6651 -3.3232 0.116
H 0.3989 0.0288 -3.7666 0.123
H 2.0226 -1.5188 -1.7005 0.102
H 2.2030 0.2116 -2.0245 0.114
H 2.7388 -0.3502 -4.4290 0.118
H 3.9230 -0.9473 -3.2456 0.117
H 1.9200 -2.5378 -4.3983 0.076
```

***

Entry from the OMol25 dataset: a cluster of 2 separate species, C4H13N2O in total (wB97M-V/def2-TZVPD).

Summary:
- HOMO level (spin up / spin down): -14.3 / -13.9 eV
- Gap between HOMO and LUMO (spin up / spin down): 8.807 / 8.905 eV
- Total charge: +1
- ΔE to the lowest compared entry with this formula, charge and spin: 7.7355 eV

```
20
Properties=species:S:1:pos:R:3:lowdin_charge:R:1
C -0.1915 -1.3849 0.2308 -0.023
C 1.9720 -0.6063 1.0305 0.059
C -0.1140 0.5687 1.7056 0.005
C -1.6117 0.9117 -2.4960 -0.224
N 0.5789 0.6145 -0.6130 0.216
N 0.5316 -0.1455 0.5823 -0.471
O -1.5840 0.9006 -1.1814 -0.076
H 0.1322 -2.2713 0.9218 0.142
H -1.2846 -1.2085 0.3672 0.117
H 0.2077 -1.6603 -0.7260 0.099
H 2.4647 0.3073 1.3640 0.100
H 1.7482 -1.2455 1.8875 0.105
H 2.5821 -1.0205 0.2124 0.119
H -1.0854 0.7962 1.2515 0.095
H -0.3472 -0.0941 2.6632 0.176
H 0.3959 1.4369 1.8609 0.067
H -2.7191 1.1461 -2.6933 0.159
H -1.6971 -0.1081 -2.9361 0.103
H -0.8798 1.4568 -3.0847 0.090
H 0.9012 1.6063 -0.3474 0.142
```

***

Entry from the OMol25 dataset: a structure of composition C37H35BNP2Tm (wB97M-V/def2-TZVPD).

Summary:
- HOMO level (spin up / spin down): -13.8 / -13.8 eV
- 2S+1: 3
- Gap between HOMO and LUMO (spin up / spin down): 6.779 / 6.581 eV
- Total charge: +2

```
77
Properties=species:S:1:pos:R:3:mulliken_spin:R:1
C 1.9950 3.6394 -0.5738 -0.001
C 2.2489 2.8945 0.5862 0.000
C 3.5581 2.7859 1.0816 0.000
C 4.5929 3.4445 0.4128 0.000
C 4.3433 4.1725 -0.7519 0.000
C 3.0458 4.2576 -1.2458 0.000
P 0.9068 1.9087 1.3358 -0.012
C 1.6082 1.1839 2.8992 0.001
C 2.0021 -0.1986 3.0560 -0.005
C 2.3427 -0.6003 4.3734 0.000
C 2.5388 0.3279 5.4135 0.000
C 2.2834 1.6919 5.1950 0.000
C 1.7918 2.0890 3.9474 0.001
Tm 0.3529 -0.7889 1.0134 2.041
P -0.7976 -1.9017 -1.5085 -0.013
C 0.5577 -2.7745 -2.3681 -0.002
C 0.7837 -2.6286 -3.7490 0.000
C 1.8954 -3.2322 -4.3540 0.000
C 2.8477 -3.8969 -3.5783 0.000
C 2.6831 -3.9525 -2.1922 0.000
C 1.5455 -3.4141 -1.5920 0.000
C -1.8807 -3.2405 -0.8579 0.000
C -3.0591 -2.8241 -0.2160 0.000
C -3.7165 -3.6940 0.6492 0.000
C -3.2166 -4.9900 0.8786 0.000
C -2.0709 -5.4078 0.1838 0.000
C -1.4212 -4.5517 -0.7138 0.000
C -1.9116 -1.2757 -2.8169 -0.001
C -2.3009 0.0713 -2.8554 0.000
C -3.1400 0.4938 -3.8849 0.000
C -3.5954 -0.4049 -4.8466 0.000
C -3.2228 -1.7478 -4.7892 0.000
C -2.3810 -2.1944 -3.7739 0.000
C -0.2738 3.2262 1.8179 -0.001
C 0.0496 4.5863 1.7998 0.000
C -0.9291 5.5302 2.0750 0.000
C -2.2242 5.1448 2.3962 0.000
C -2.5365 3.7829 2.4881 0.000
C -1.5693 2.8191 2.1961 0.001
H -3.4085 -1.8082 -0.3408 0.000
H -4.6058 -3.3550 1.1828 0.000
H -3.7019 -5.6423 1.6043 0.000
H -1.6854 -6.4160 0.3589 0.000
H -0.5522 -4.9096 -1.2539 0.000
H 0.0949 -2.0572 -4.3668 0.000
H 2.0223 -3.1790 -5.4371 0.000
H 3.7215 -4.3332 -4.0416 0.000
H 3.4373 -4.4310 -1.5672 0.000
H 1.4340 -3.5091 -0.5097 0.000
H -1.8977 0.7472 -2.1239 0.000
H -3.4088 1.5409 -3.9230 0.000
H -4.2283 -0.0536 -5.6493 0.000
H -3.5703 -2.4514 -5.5389 0.000
H -2.0754 -3.2442 -3.7449 0.000
H 1.0454 4.9099 1.5519 0.000
H -0.6783 6.5757 2.0360 0.000
H -3.0008 5.8727 2.5706 0.000
H -3.5386 3.4448 2.7827 0.000
H -1.8081 1.7527 2.2382 0.000
H 2.3697 -0.9131 2.1872 -0.001
H 2.5473 -1.6672 4.5273 0.000
H 2.9289 -0.0031 6.3839 0.000
H 2.4760 2.4135 5.9864 0.000
H 1.5840 3.1447 3.7963 0.000
H 3.7561 2.2353 1.9967 0.000
H 5.5979 3.3869 0.8245 0.000
H 5.1570 4.6337 -1.2828 0.000
H 2.8360 4.8034 -2.1630 0.000
H 0.9763 3.7036 -0.9485 0.000
H 1.3101 0.8828 -2.0045 0.000
H 0.5956 1.1344 -2.0175 0.000
B -3.5707 -1.3324 3.5202 0.000
C -2.4308 -0.9480 2.6411 0.000
N -1.5018 -0.6562 1.9691 -0.007
H -4.5802 -1.1172 2.9363 0.000
H -3.4841 -0.6275 4.4841 0.000
H -3.5191 -2.4789 3.8581 0.000
```

***

Entry from the OMol25 dataset: the molecule C2H3FO2 (wB97M-V/def2-TZVPD).

Summary:
- HOMO level (spin up / spin down): -6.0 / -12.2 eV
- 2S+1: 3
- Gap between HOMO and LUMO (spin up / spin down): 6.895 / 10.787 eV
- ΔE to the lowest compared entry with this formula, charge and spin: 2.5320 eV

```
8
Properties=species:S:1:pos:R:3:mulliken_spin:R:1
C -0.5825 0.0687 -0.0757 -0.116
C 0.8486 0.0074 -0.0220 0.013
O -1.4283 -0.4569 0.8377 1.007
O -1.5605 -1.0232 -0.4599 1.110
F -1.0168 1.3279 -0.2897 -0.010
H 1.1946 -0.8994 0.5044 0.001
H 1.2320 0.8826 0.4282 -0.005
H 1.3130 0.0928 -0.9230 -0.001
```